Here is a 4-piece molecular cluster, C44H70F2N4O7S overall at a distorted geometry from the Open Molecules 2025 dataset. Energies are from ωB97M-V/def2-TZVPD.

Atoms and positions in Å:
1 C 3.090 2.452 0.841
2 C 2.491 1.298 1.111
3 C 1.508 0.774 0.085
4 C 0.172 1.108 0.096
5 C -0.741 0.653 -0.844
6 C -0.227 -0.183 -1.824
7 F -1.087 -0.614 -2.752
8 C 1.103 -0.548 -1.862
9 C 1.526 -1.485 -2.997
10 C 0.851 -2.891 -3.000
11 C 1.056 -3.722 -1.712
12 C 0.019 -4.878 -1.612
13 N -0.930 -4.697 -0.508
14 C -2.002 -5.709 -0.517
15 C -0.296 -4.759 0.775
16 C 1.020 -5.500 1.023
17 O -0.844 -4.231 1.722
18 C 2.007 -0.062 -0.918
19 N 3.417 -0.362 -0.863
20 C 3.732 -1.805 -0.781
21 C 4.169 0.301 -1.856
22 C 3.563 1.271 -2.869
23 O 5.375 0.116 -1.880
24 N -2.136 0.975 -0.841
25 C -2.907 0.189 0.167
26 C -2.213 -1.112 0.570
27 O -2.152 -2.036 -0.191
28 F -1.721 -1.150 1.822
29 C -2.382 2.365 -0.536
30 C -3.366 2.999 -1.273
31 C -3.656 4.317 -0.980
32 C -2.986 5.016 -0.003
33 C -1.990 4.401 0.745
34 C -1.243 5.190 1.799
35 C -1.370 4.615 3.223
36 C -2.834 4.388 3.687
37 C -3.209 2.907 3.889
38 N -3.998 2.726 5.132
39 C -4.252 1.322 5.332
40 C -3.228 0.566 6.165
41 O -5.222 0.806 4.820
42 C -1.724 3.074 0.448
43 S -0.448 2.198 1.367
44 H 2.657 3.120 0.094
45 H 4.033 2.728 1.312
46 H 2.688 0.698 1.997
47 H 2.609 -1.568 -3.108
48 H 1.159 -1.004 -3.920
49 H 1.211 -3.488 -3.850
50 H -0.232 -2.791 -3.147
51 H 1.025 -3.094 -0.812
52 H 2.033 -4.229 -1.757
53 H 0.527 -5.856 -1.485
54 H -0.556 -4.976 -2.543
55 H -1.854 -6.497 -1.271
56 H -2.074 -6.225 0.452
57 H -2.998 -5.270 -0.679
58 H 1.821 -5.126 0.369
59 H 1.336 -5.323 2.052
60 H 0.936 -6.577 0.818
61 H 2.905 -2.349 -0.323
62 H 4.614 -1.932 -0.140
63 H 4.006 -2.235 -1.753
64 H 3.480 2.260 -2.398
65 H 2.631 0.933 -3.327
66 H 4.293 1.387 -3.677
67 H -2.973 0.803 1.081
68 H -3.928 -0.047 -0.150
69 H -3.879 2.449 -2.056
70 H -4.438 4.788 -1.575
71 H -3.223 6.062 0.181
72 H -0.182 5.185 1.494
73 H -1.545 6.243 1.801
74 H -0.800 3.694 3.380
75 H -0.918 5.356 3.900
76 H -3.566 4.898 3.044
77 H -2.925 4.851 4.681
78 H -3.769 2.490 3.034
79 H -2.314 2.278 4.009
80 H -4.911 3.162 5.035
81 H -3.629 -0.394 6.499
82 H -3.010 1.167 7.055
83 H -2.310 0.400 5.589
84 C -5.541 -3.150 0.059
85 C -6.372 -3.960 -0.921
86 O -6.025 -5.334 -0.957
87 C -6.183 -6.047 0.256
88 C -7.613 -6.078 0.767
89 H -4.476 -3.295 -0.129
90 H -5.774 -2.088 -0.035
91 H -5.735 -3.444 1.092
92 H -6.202 -3.582 -1.930
93 H -7.442 -3.841 -0.719
94 H -5.503 -5.656 1.022
95 H -5.859 -7.068 0.048
96 H -7.956 -5.085 1.063
97 H -7.691 -6.729 1.638
98 H -8.290 -6.441 -0.008
99 C -0.051 9.229 -2.042
100 C -0.166 8.616 -0.657
101 O 0.333 7.294 -0.576
102 C 1.706 7.122 -0.875
103 C 2.635 7.882 0.057
104 H -0.506 8.577 -2.789
105 H -0.548 10.199 -2.069
106 H 0.991 9.381 -2.330
107 H -1.221 8.554 -0.384
108 H 0.314 9.253 0.094
109 H 1.905 7.379 -1.921
110 H 1.903 6.053 -0.776
111 H 2.529 8.962 -0.061
112 H 3.674 7.625 -0.150
113 H 2.412 7.643 1.099
114 C 8.764 -2.778 -2.626
115 C 7.426 -2.714 -1.909
116 O 6.669 -3.913 -2.006
117 C 7.264 -5.071 -1.453
118 C 7.534 -4.967 0.039
119 H 8.629 -3.089 -3.663
120 H 9.247 -1.800 -2.610
121 H 9.442 -3.493 -2.155
122 H 6.816 -1.936 -2.367
123 H 7.556 -2.429 -0.860
124 H 8.179 -5.329 -1.998
125 H 6.559 -5.885 -1.630
126 H 8.294 -4.216 0.260
127 H 7.888 -5.923 0.428
128 H 6.626 -4.682 0.574

For the HOMO-LUMO gap, the calculation gives 8.82 eV. For the HOMO energy, the calculation gives -8.2 eV. The spin multiplicity is 1. For the total energy, the calculation gives -3062.1043 a.u. The charge is 0. Its max |F| is 2.49 eV/Å.

Here is a 12-piece molecular cluster, C44H71F15N2O25 overall at a distorted geometry from the Open Molecules 2025 dataset. Energies are from ωB97M-V/def2-TZVPD.

Atoms and positions in Å:
1 C 3.587 -1.873 1.246
2 C 2.162 -1.838 1.553
3 N 1.009 -1.803 1.706
4 H 3.847 -2.681 0.571
5 H 4.158 -2.020 2.138
6 H 3.898 -0.986 0.703
7 C -2.886 -5.272 1.151
8 C -3.365 -5.049 2.499
9 N -3.697 -4.822 3.596
10 H -3.652 -5.082 0.426
11 H -2.628 -6.285 0.968
12 H -2.001 -4.633 1.032
13 C -3.379 -1.184 -3.158
14 C -2.805 -2.536 -3.451
15 O -2.223 -2.492 -4.801
16 C -2.008 -3.630 -5.416
17 O -2.220 -4.685 -4.863
18 O -1.446 -3.406 -6.609
19 C -0.957 -4.450 -7.459
20 H -4.264 -1.119 -3.782
21 H -2.667 -0.362 -3.365
22 H -3.584 -1.207 -2.097
23 H -3.561 -3.298 -3.576
24 H -2.040 -2.880 -2.749
25 H -0.692 -4.018 -8.428
26 H -1.706 -5.218 -7.607
27 H -0.118 -4.958 -7.008
28 C 3.197 2.893 2.915
29 C 4.021 1.880 3.732
30 O 5.454 2.333 3.738
31 C 6.177 1.713 2.773
32 O 5.716 1.067 1.929
33 O 7.447 1.956 3.053
34 C 8.362 1.340 2.043
35 H 2.738 3.608 3.566
36 H 2.464 2.388 2.269
37 H 3.882 3.398 2.236
38 H 4.059 0.924 3.188
39 H 3.733 1.870 4.757
40 H 7.911 1.430 1.025
41 H 8.456 0.284 2.178
42 H 9.334 1.858 2.049
43 C 1.201 -2.464 -5.300
44 C 0.977 -1.456 -4.229
45 O 1.777 -1.738 -3.076
46 C 2.852 -1.083 -2.732
47 O 3.216 -1.077 -1.588
48 O 3.391 -0.313 -3.722
49 C 4.679 0.194 -3.391
50 H 2.245 -2.514 -5.419
51 H 0.683 -2.188 -6.252
52 H 0.815 -3.465 -5.014
53 H -0.071 -1.495 -3.956
54 H 1.236 -0.434 -4.570
55 H 4.889 0.941 -4.162
56 H 5.569 -0.415 -3.657
57 H 4.793 0.566 -2.360
58 C -4.748 -1.090 6.196
59 C -4.892 -2.578 6.510
60 O -6.250 -2.934 6.793
61 C -6.719 -2.263 7.910
62 O -6.032 -1.692 8.698
63 O -8.040 -2.363 7.949
64 C -8.754 -1.826 9.061
65 H -4.787 -0.444 7.055
66 H -5.528 -0.868 5.472
67 H -3.862 -1.131 5.598
68 H -4.151 -2.872 7.209
69 H -4.663 -3.161 5.640
70 H -8.748 -2.382 9.965
71 H -9.754 -1.628 8.792
72 H -8.263 -0.888 9.325
73 C -2.869 0.161 -6.738
74 C -1.657 0.908 -6.989
75 O -0.775 0.812 -5.852
76 C -0.968 1.636 -4.860
77 O -0.497 1.442 -3.775
78 O -1.694 2.675 -5.096
79 C -1.758 3.649 -4.054
80 H -3.378 0.059 -7.718
81 H -3.491 0.534 -5.969
82 H -2.576 -0.848 -6.397
83 H -1.700 1.942 -7.241
84 H -1.045 0.470 -7.821
85 H -2.271 4.510 -4.433
86 H -0.804 3.922 -3.625
87 H -2.334 3.135 -3.250
88 C 0.156 -4.125 -1.788
89 C 1.523 -4.466 -1.451
90 O 2.097 -5.546 -2.266
91 C 2.577 -5.217 -3.477
92 O 2.911 -4.091 -3.847
93 C 2.828 -6.478 -4.302
94 F 2.965 -7.579 -3.508
95 F 1.715 -6.623 -5.078
96 F 3.906 -6.303 -5.090
97 H -0.517 -4.985 -1.630
98 H 0.010 -3.883 -2.847
99 H -0.183 -3.281 -1.153
100 H 1.481 -4.834 -0.440
101 H 2.086 -3.519 -1.417
102 C -1.681 7.175 -1.226
103 C -0.470 7.130 -0.284
104 O -1.095 6.526 0.952
105 C -1.267 5.229 0.952
106 O -0.983 4.412 0.093
107 C -2.017 4.689 2.217
108 F -2.080 3.308 2.283
109 F -1.502 5.165 3.315
110 F -3.314 5.110 2.107
111 H -2.493 7.737 -0.836
112 H -1.981 6.161 -1.501
113 H -1.499 7.637 -2.194
114 H -0.222 8.113 0.060
115 H 0.371 6.513 -0.578
116 C 0.059 1.281 4.240
117 C -1.075 1.278 5.256
118 O -1.087 -0.043 5.904
119 C -1.638 -0.207 7.122
120 O -2.310 0.555 7.825
121 C -1.225 -1.620 7.661
122 F 0.108 -1.628 7.834
123 F -1.784 -1.882 8.839
124 F -1.494 -2.593 6.804
125 H 0.252 2.265 3.840
126 H -0.241 0.743 3.335
127 H 0.990 0.846 4.691
128 H -2.043 1.398 4.708
129 H -0.935 2.131 5.960
130 C 2.089 4.774 -1.334
131 C 3.247 3.855 -0.980
132 O 4.077 4.535 0.004
133 C 5.227 5.048 -0.394
134 O 5.656 5.186 -1.510
135 C 6.066 5.610 0.797
136 F 5.625 5.161 1.962
137 F 7.350 5.312 0.658
138 F 5.974 6.990 0.770
139 H 1.366 4.338 -2.037
140 H 2.499 5.702 -1.731
141 H 1.564 4.968 -0.436
142 H 3.931 3.606 -1.810
143 H 2.889 2.907 -0.514
144 C 0.697 0.857 -0.907
145 C -0.234 -0.332 -0.916
146 O -1.115 -0.320 0.275
147 C -1.804 -1.404 0.545
148 O -1.688 -2.449 0.026
149 C -2.825 -1.084 1.777
150 F -3.043 -2.206 2.500
151 F -2.311 -0.157 2.603
152 F -3.939 -0.623 1.242
153 H 0.336 1.858 -0.744
154 H 1.332 0.898 -1.800
155 H 1.499 0.833 -0.192
156 H 0.483 -1.127 -0.714
157 H -0.806 -0.333 -1.827

For the HOMO-LUMO gap, the calculation gives 10.39 eV. For the HOMO energy, the calculation gives -10.2 eV. The spin multiplicity is 1. For the total energy, the calculation gives -5207.6864 a.u. The charge is 0. Its max |F| is 5.21 eV/Å.

Here is a 6-piece molecular cluster, C44H72ClF10N4O7S overall at a distorted geometry from the Open Molecules 2025 dataset. Energies are from ωB97M-V/def2-TZVPD.

Atoms and positions in Å:
1 C 6.445 -0.844 1.048
2 O 7.097 -0.984 -0.240
3 C 6.112 -1.063 -1.325
4 C 6.767 -0.297 -2.580
5 C 5.789 -0.114 -3.848
6 C 4.516 -1.100 -3.855
7 C 3.879 -1.345 -5.327
8 C 2.919 -0.158 -5.833
9 C 1.345 -0.444 -5.560
10 C 0.895 0.281 -4.216
11 N 0.527 1.664 -3.995
12 C 0.170 1.928 -2.583
13 N -0.252 3.057 -2.013
14 C -0.299 4.239 -2.973
15 C -1.449 4.138 -4.084
16 C -2.755 3.302 -3.684
17 Cl -3.295 2.413 -5.242
18 C -0.661 3.282 -0.601
19 C -1.845 4.387 -0.417
20 C -3.336 3.874 -0.453
21 C -4.593 4.773 -0.288
22 C -4.355 6.307 -0.081
23 C -5.646 7.282 0.082
24 C -2.879 6.835 -0.003
25 C -1.608 5.901 -0.162
26 N 0.383 0.662 -1.915
27 C 0.289 0.171 -0.528
28 C -1.227 -0.355 -0.234
29 O -1.713 -0.245 0.926
30 F -2.071 -0.899 -1.247
31 N 0.761 -0.255 -2.846
32 C 1.072 -1.710 -2.790
33 C -0.198 -2.531 -3.434
34 C -0.775 -3.677 -2.463
35 C -2.234 -4.107 -3.073
36 C -3.252 -4.526 -1.894
37 F -3.515 -3.440 -0.971
38 F -2.489 -5.473 -1.086
39 C -4.555 -5.321 -2.355
40 F -5.315 -5.615 -1.172
41 F -4.133 -6.577 -2.913
42 S -5.677 -4.507 -3.592
43 F -6.411 -6.018 -3.872
44 F -4.672 -4.789 -4.896
45 F -5.114 -2.962 -3.322
46 F -6.813 -4.258 -2.352
47 F -6.793 -3.859 -4.657
48 H 6.215 -1.887 1.504
49 H 7.202 -0.347 1.766
50 H 5.516 -0.169 1.045
51 H 5.081 -0.650 -1.011
52 H 5.981 -2.184 -1.569
53 H 7.127 0.726 -2.182
54 H 7.696 -0.894 -2.902
55 H 5.373 0.965 -3.794
56 H 6.394 -0.205 -4.822
57 H 3.696 -0.626 -3.181
58 H 4.793 -2.155 -3.458
59 H 4.759 -1.508 -6.045
60 H 3.315 -2.358 -5.279
61 H 3.028 -0.105 -6.987
62 H 3.264 0.848 -5.414
63 H 1.168 -1.571 -5.590
64 H 0.777 0.087 -6.419
65 H 0.710 4.169 -3.550
66 H -0.231 5.250 -2.429
67 H -1.044 3.711 -5.083
68 H -1.762 5.227 -4.339
69 H -2.604 2.478 -2.911
70 H -3.653 3.990 -3.432
71 H 0.240 3.712 -0.006
72 H -1.126 2.357 -0.075
73 H -3.492 2.741 -0.639
74 H -5.622 4.266 -0.328
75 H -6.558 6.665 0.443
76 H -5.408 8.012 0.951
77 H -5.881 7.871 -0.869
78 H -2.771 7.976 0.154
79 H -0.551 6.327 -0.104
80 H 0.449 1.002 0.266
81 H 1.080 -0.629 -0.244
82 H 1.221 -2.155 -1.752
83 H 1.983 -2.028 -3.421
84 H 0.170 -3.076 -4.393
85 H -1.025 -1.802 -3.794
86 H -0.119 -4.625 -2.598
87 H -0.847 -3.383 -1.358
88 H -2.127 -4.985 -3.824
89 H -2.634 -3.225 -3.684
90 C -10.371 -2.871 -1.976
91 C -11.446 -3.694 -1.317
92 O -12.496 -3.192 -0.958
93 C -11.173 -5.161 -1.120
94 H -10.705 -1.834 -2.053
95 H -9.459 -2.901 -1.376
96 H -10.176 -3.252 -2.981
97 H -10.297 -5.294 -0.481
98 H -11.013 -5.643 -2.087
99 H -12.034 -5.628 -0.635
100 C -0.845 3.659 3.532
101 C 0.435 4.093 2.873
102 O 0.539 4.136 1.655
103 C 1.583 4.472 3.769
104 H -1.584 3.417 2.764
105 H -0.666 2.769 4.140
106 H -1.237 4.469 4.152
107 H 1.869 3.618 4.387
108 H 1.299 5.317 4.399
109 H 2.440 4.763 3.157
110 C 7.256 -0.800 6.115
111 C 7.005 -1.692 4.928
112 O 6.179 -1.400 4.080
113 C 7.815 -2.957 4.828
114 H 6.602 0.073 6.056
115 H 7.035 -1.340 7.038
116 H 8.294 -0.462 6.113
117 H 7.619 -3.592 5.693
118 H 8.878 -2.714 4.769
119 H 7.529 -3.499 3.925
120 C -4.158 6.435 7.047
121 C -2.885 5.866 6.482
122 O -2.849 5.385 5.362
123 C -1.657 5.913 7.353
124 H -4.959 6.333 6.311
125 H -4.441 5.888 7.950
126 H -4.023 7.495 7.273
127 H -1.829 5.344 8.268
128 H -1.412 6.950 7.592
129 H -0.815 5.469 6.817
130 C 7.738 -7.979 6.322
131 C 7.271 -6.561 6.135
132 O 7.544 -5.932 5.128
133 C 6.452 -5.949 7.242
134 H 8.315 -8.288 5.448
135 H 8.377 -8.047 7.205
136 H 6.877 -8.644 6.426
137 H 7.034 -5.927 8.166
138 H 5.535 -6.524 7.387
139 H 6.185 -4.925 6.972

For the HOMO-LUMO gap, the calculation gives 7.44 eV. For the HOMO energy, the calculation gives -10.5 eV. The spin multiplicity is 1. For the total energy, the calculation gives -4321.7304 a.u. The charge is +1. For the energy above the lowest of the compared OMol25 structures with the same formula, charge and spin, the calculation gives 810.0 kJ/mol. Its max |F| is 7.45 eV/Å.

Number 1 is which compound?
C44H70F2N4O7S